No. 1
Here is one molecule with the formula C20H25N3O7 from the OMol25 dataset. Energies are from the ωB97M-V functional and the def2-TZVPD basis.

Each line ends with the Löwdin charge.
Atoms and positions in Å:
C  -6.721  -2.386  -0.866  -0.1059
C  -6.004  -1.109  -0.451  -0.2268
C  -4.586  -1.060  -1.013  -0.2100
O  -3.998  0.150  -0.576  -0.0684
C  -2.681  0.386  -0.822  -0.1750
C  -1.903  -0.434  -1.637  0.0041
C  -0.575  -0.158  -1.880  -0.0088
C  0.020  0.957  -1.301  -0.1245
C  1.470  1.157  -1.479  -0.4416
O  2.172  0.432  -2.153  0.1214
O  1.947  2.166  -0.743  0.0058
C  3.358  2.237  -0.587  -0.0548
C  3.984  0.871  -0.328  -0.3261
O  5.058  0.586  -0.837  0.0630
C  3.176  -0.061  0.441  -0.0341
C  3.238  -1.413  0.105  -0.2316
N  4.276  -1.905  -0.581  0.2163
N  2.232  -2.254  0.485  0.0304
C  2.249  -3.646  0.078  -0.0084
C  1.117  -1.818  1.200  -0.4349
O  0.181  -2.561  1.407  0.0773
N  1.175  -0.540  1.670  0.0468
C  0.093  -0.069  2.517  0.0086
C  2.167  0.405  1.362  -0.3893
O  2.131  1.493  1.897  0.0970
C  -0.741  1.780  -0.478  0.0689
C  -2.082  1.520  -0.225  -0.1882
O  -2.688  2.447  0.565  -0.0298
C  -3.857  2.157  1.314  -0.2281
C  -3.619  1.109  2.395  -0.0565
H  -6.789  -2.454  -1.949  0.0735
H  -6.187  -3.261  -0.501  0.0742
H  -7.727  -2.402  -0.457  0.0715
H  -5.950  -1.045  0.637  0.1126
H  -6.553  -0.237  -0.811  0.1158
H  -4.006  -1.918  -0.648  0.1374
H  -4.617  -1.094  -2.111  0.1349
H  -2.346  -1.302  -2.097  0.1067
H  0.016  -0.801  -2.514  0.1197
H  3.518  2.895  0.270  0.1434
H  3.827  2.655  -1.484  0.1453
H  4.180  -2.754  -1.111  0.1050
H  4.913  -1.179  -0.924  0.0956
H  3.154  -4.134  0.442  0.1012
H  1.375  -4.118  0.524  0.0918
H  2.180  -3.735  -1.008  0.1012
H  -0.426  0.748  2.018  0.0811
H  0.511  0.300  3.453  0.1021
H  -0.584  -0.899  2.698  0.0909
H  -0.294  2.642  -0.010  0.1410
H  -4.678  1.854  0.659  0.1110
H  -4.106  3.118  1.774  0.1248
H  -2.805  1.419  3.046  0.0760
H  -3.365  0.150  1.950  0.0686
H  -4.521  0.990  2.989  0.0780

Properties
- LUMO energy: 0.59 eV
- M: 419.43 g/mol
- Energy: -1468.13611 Ha
- Energy above the lowest of the compared OMol25 structures with the same formula, charge and spin: 10.1 kJ/mol

***

No. 2
Here is C20H25N3O7S as an isolated structure in a non-equilibrium geometry from the OMol25 dataset. Energies are from the ωB97M-V functional and the def2-TZVPD basis.

Each line ends with the Löwdin charge.
Atoms and positions in Å:
C  0.758  4.719  -1.731  -0.0824
H  0.918  4.156  -2.760  0.1352
H  0.004  5.473  -1.867  0.0887
H  1.672  5.279  -1.707  0.0775
O  0.508  3.681  -0.873  -0.0120
C  1.325  2.817  -0.378  -0.3836
C  2.473  2.571  -0.983  -0.0554
C  3.408  1.695  -0.938  -0.0250
C  3.104  0.888  0.175  -0.2363
C  2.058  1.020  1.004  0.0891
C  1.045  2.257  0.685  0.0292
C  -0.267  2.148  1.322  -0.3482
O  -0.371  1.060  2.189  -0.0505
O  -1.036  3.042  1.063  0.1429
C  -2.338  2.933  1.540  -0.0343
C  -3.366  1.919  1.135  -0.4427
O  -4.266  2.143  0.498  0.1926
N  -2.924  0.608  1.219  0.1589
C  -3.398  -0.323  0.501  -0.3369
N  -2.980  -1.571  0.776  0.1570
O  -3.814  -2.487  -0.085  -0.0413
C  -4.943  -1.720  -0.333  -0.2291
C  -4.723  -0.380  -0.111  0.0528
H  -5.436  0.367  -0.223  0.0826
C  -5.852  -2.405  -1.485  0.0990
H  -6.160  -3.360  -0.639  0.1800
H  -6.648  -2.097  -1.535  -0.0889
H  -5.371  -2.856  -2.167  0.0013
H  -2.124  0.418  1.783  0.1149
H  -2.695  3.917  1.619  0.1292
H  -2.199  2.811  2.679  0.1770
H  1.788  0.419  1.745  0.0536
S  4.210  -0.521  0.675  0.5486
O  4.444  -0.686  2.035  -0.2434
O  5.236  -0.635  -0.277  -0.2592
N  3.213  -1.616  0.366  -0.2572
C  2.589  -2.598  1.199  -0.1975
H  2.828  -3.638  1.479  0.1158
C  1.020  -2.433  1.464  -0.1904
H  0.569  -3.097  2.256  0.1489
C  0.401  -2.758  0.273  -0.2245
H  0.483  -3.554  -0.101  0.0016
C  0.457  -1.569  -0.834  -0.1371
C  1.751  -1.800  -1.722  -0.1406
H  1.473  -2.243  -2.674  0.0630
C  3.182  -2.313  -1.047  -0.0610
H  4.018  -2.062  -1.519  0.0316
H  3.101  -3.489  -1.003  0.1524
H  2.076  -0.578  -2.243  0.1641
H  -0.443  -1.367  -1.473  0.1087
H  0.647  -0.552  -0.337  0.0947
H  -0.725  -2.691  0.272  0.1111
H  0.950  -1.436  1.741  0.0638
H  3.082  -2.357  2.405  0.1799
H  4.443  1.423  -1.271  0.1512
H  2.843  3.426  -1.780  0.1806

Properties
- LUMO energy: -0.35 eV
- M: 451.50 g/mol
- Energy: -1865.56591 Ha
- Energy above the lowest of the compared OMol25 structures with the same formula, charge and spin: 1920.6 kJ/mol

***

No. 3
Here is one molecule with the formula C20H25N5O4 in a non-equilibrium geometry from the OMol25 dataset. Energies are from the ωB97M-V functional and the def2-TZVPD basis.

Each line ends with the Löwdin charge.
Atoms and positions in Å:
C  -1.571  -1.797  2.321  -0.0868
O  -2.866  -1.254  2.253  -0.1815
C  -3.733  -1.888  1.352  -0.1875
C  -3.329  -1.771  -0.137  -0.2917
C  -4.540  -2.015  -1.041  -0.0190
N  -2.679  -0.520  -0.467  0.0237
C  -1.536  -0.469  -1.246  -0.2655
C  -0.828  -1.669  -1.773  -0.0278
C  -1.194  0.833  -1.428  0.0109
C  -2.156  1.629  -0.742  -0.0968
C  -2.199  3.067  -0.633  -0.3283
O  -3.178  3.715  -0.309  0.0723
C  -0.921  3.853  -0.978  -0.0639
O  0.292  3.119  -0.928  -0.0070
C  0.697  2.704  0.267  -0.4412
O  0.185  2.991  1.316  0.1561
C  1.883  1.820  0.125  -0.2296
N  2.012  0.948  -0.889  0.2143
C  3.155  0.337  -0.644  -0.3138
N  3.769  -0.622  -1.315  0.1890
C  4.920  -1.048  -0.852  -0.3170
C  5.608  -2.126  -1.621  -0.0315
C  5.509  -0.527  0.324  0.0320
C  4.877  0.461  1.033  -0.2197
C  5.366  1.106  2.278  -0.0093
N  3.696  0.877  0.532  -0.0030
N  2.875  1.807  1.005  0.1883
C  -3.074  0.745  -0.172  -0.1674
C  -4.239  1.098  0.677  0.0112
H  -1.605  -2.883  2.477  0.0925
H  -0.987  -1.578  1.421  0.0811
H  -1.090  -1.323  3.174  0.0943
H  -3.815  -2.961  1.590  0.1323
H  -4.707  -1.427  1.521  0.1199
H  -2.593  -2.555  -0.341  0.1293
H  -4.980  -2.984  -0.822  0.0841
H  -4.234  -1.997  -2.085  0.0845
H  -5.296  -1.249  -0.894  0.0733
H  -1.453  -2.243  -2.458  0.0787
H  0.054  -1.329  -2.308  0.0820
H  -0.496  -2.331  -0.972  0.0726
H  -0.355  1.175  -1.996  0.1044
H  -0.879  4.705  -0.290  0.1405
H  -1.001  4.219  -2.005  0.1445
H  5.003  -2.400  -2.480  0.0800
H  5.761  -3.000  -0.990  0.0845
H  6.583  -1.780  -1.959  0.0852
H  6.458  -0.910  0.663  0.1200
H  6.295  0.655  2.612  0.0836
H  5.517  2.171  2.102  0.0938
H  4.607  1.020  3.055  0.0921
H  -4.362  2.177  0.655  0.0741
H  -5.156  0.636  0.317  0.0784
H  -4.064  0.785  1.706  0.0851

Properties
- LUMO energy: 0.14 eV
- M: 399.45 g/mol
- Energy: -1351.87179 Ha
- Energy above the lowest of the compared OMol25 structures with the same formula, charge and spin: 203.1 kJ/mol

***

No. 4
Here is C20H25N6O2Os as an isolated structure in a non-equilibrium geometry from the OMol25 dataset. Energies are from the ωB97M-V functional and the def2-TZVPD basis.

Each line ends with the Löwdin charge.
Atoms and positions in Å:
Os  -0.366  0.012  0.092  1.2566
N  -1.665  1.645  0.222  -0.0708
C  -2.620  1.443  1.347  -0.1788
C  -1.845  0.891  2.517  -0.1638
N  -1.083  -0.320  2.101  -0.2027
C  -1.856  -1.600  2.174  -0.1593
C  -2.696  -1.802  0.930  -0.1924
N  -1.837  -1.563  -0.260  -0.0751
H  -1.126  2.489  0.396  0.1215
H  -2.181  1.789  -0.644  0.1277
H  -3.398  0.771  1.006  0.1060
H  -3.111  2.371  1.643  0.1446
H  -2.509  0.687  3.359  0.1430
H  -1.114  1.631  2.850  0.1319
H  -0.353  -0.419  2.800  0.1177
H  -2.496  -1.625  3.058  0.1402
H  -1.124  -2.403  2.274  0.1327
H  -3.530  -1.111  0.887  0.1072
H  -3.113  -2.809  0.939  0.1407
H  -2.418  -1.407  -1.080  0.1187
H  -1.315  -2.415  -0.456  0.1177
C  8.808  -4.486  -1.266  0.0292
O  9.225  -3.110  -1.058  0.0293
C  8.544  -2.113  -1.506  -0.2164
C  7.333  -2.244  -2.264  0.0398
C  6.641  -1.132  -2.603  0.0466
C  7.117  0.163  -2.196  -0.2249
C  8.398  0.287  -1.557  0.0521
C  9.078  -0.823  -1.204  0.0579
N  6.467  1.279  -2.455  0.1819
N  5.320  1.572  -2.711  0.1756
C  4.074  1.430  -2.426  -0.1412
C  3.122  1.530  -3.534  0.0634
C  1.825  1.233  -3.375  0.0559
C  1.335  0.834  -2.073  -0.2826
O  0.179  0.421  -1.880  -0.0743
C  2.224  0.954  -0.906  -0.1330
N  1.624  0.759  0.297  -0.0438
C  2.370  0.925  1.392  -0.0646
C  3.709  1.298  1.335  0.0192
C  4.323  1.464  0.110  0.0504
C  3.570  1.264  -1.047  -0.0520
H  9.493  -5.082  -0.676  0.1137
H  8.902  -4.745  -2.319  0.1160
H  7.787  -4.625  -0.917  0.1053
H  6.987  -3.218  -2.579  0.1268
H  5.743  -1.205  -3.206  0.1318
H  8.780  1.276  -1.338  0.1416
H  10.034  -0.770  -0.700  0.1486
H  3.517  1.797  -4.506  0.1453
H  1.130  1.279  -4.203  0.1458
H  1.883  0.775  2.345  0.1222
H  4.249  1.470  2.256  0.1363
H  5.357  1.782  0.055  0.1344

Properties
- LUMO energy (spin up / spin down): -10.33 / -10.33 eV
- M: 571.69 g/mol
- Energy: -1345.80127 Ha
- Net charge: +3
- Energy above the lowest of the compared OMol25 structures with the same formula, charge and spin: 42.5 kJ/mol